ORCA calculation (ωB97M-V/def2-TZVPD) on a molecular structure, C45H100As2F12N5.

Results
orbital gap = 0.397 Ha
relative energy (zero: lowest compared OMol25 entry of this formula, charge and spin) = 0.0000 eV
E_LUMO = -6.1 eV
charge = +3
HOMO = -16.91 eV

Geometry (Å):
C  -1.449  0.970  -4.021
C  -2.486  -0.120  -4.485
C  -3.562  -0.394  -3.423
N  -4.667  -1.384  -3.756
C  -5.876  -1.293  -2.830
C  -5.608  -1.892  -1.401
C  -4.996  -3.284  -1.502
C  -3.751  -3.382  -2.465
C  -4.118  -2.858  -3.880
C  -5.229  -1.021  -5.168
H  -0.948  0.657  -3.105
H  -1.926  1.942  -3.898
H  -0.643  1.103  -4.743
H  -2.020  -1.071  -4.744
H  -2.982  0.073  -5.437
H  -4.038  0.572  -3.257
H  -3.270  -0.673  -2.410
H  -6.190  -0.251  -2.890
H  -6.789  -1.793  -3.152
H  -4.974  -1.225  -0.818
H  -6.571  -2.031  -0.910
H  -4.791  -3.546  -0.464
H  -5.775  -3.965  -1.844
H  -2.971  -2.800  -1.974
H  -3.207  -4.323  -2.554
H  -3.325  -2.990  -4.616
H  -4.896  -3.543  -4.217
H  -4.606  -1.301  -6.018
H  -5.473  0.036  -5.269
H  -6.151  -1.587  -5.306
C  0.147  -4.776  1.487
C  0.342  -4.118  2.796
C  -1.004  -3.512  3.298
N  -0.956  -3.036  4.791
C  -2.300  -2.264  5.085
C  -2.541  -2.019  6.541
C  -2.471  -3.343  7.251
C  -1.159  -4.072  7.112
C  -0.786  -4.293  5.637
C  0.242  -2.132  5.168
H  -0.246  -5.783  1.623
H  0.988  -4.812  0.795
H  -0.664  -4.223  1.014
H  0.797  -3.147  2.600
H  0.980  -4.657  3.496
H  -1.803  -4.254  3.324
H  -1.515  -2.658  2.854
H  -3.134  -2.808  4.642
H  -2.372  -1.277  4.629
H  -3.513  -1.615  6.821
H  -1.888  -1.321  7.066
H  -3.264  -3.953  6.818
H  -2.829  -3.241  8.276
H  -1.152  -5.010  7.668
H  -0.359  -3.528  7.614
H  -1.459  -5.018  5.179
H  0.233  -4.652  5.490
H  1.141  -2.721  4.987
H  0.302  -1.765  6.192
H  0.155  -1.275  4.500
C  -0.802  1.732  4.659
C  -1.863  2.610  3.922
C  -1.347  2.948  2.559
N  -2.335  3.810  1.754
C  -2.920  5.020  2.535
C  -3.393  6.171  1.677
C  -2.471  6.568  0.527
C  -2.015  5.358  -0.311
C  -1.394  4.300  0.560
C  -3.444  2.859  1.163
H  -0.612  0.831  4.075
H  -1.202  1.313  5.582
H  0.123  2.266  4.878
H  -2.032  3.442  4.606
H  -2.774  2.038  3.744
H  -1.177  2.071  1.934
H  -0.435  3.525  2.712
H  -2.045  5.386  3.072
H  -3.696  4.598  3.174
H  -3.751  7.008  2.277
H  -4.304  5.708  1.298
H  -1.644  7.223  0.799
H  -2.963  7.201  -0.211
H  -1.230  5.588  -1.032
H  -2.903  5.053  -0.864
H  -0.535  4.743  1.064
H  -1.171  3.459  -0.096
H  -3.000  2.063  0.565
H  -4.179  3.429  0.595
H  -4.047  2.387  1.939
C  5.034  2.313  -4.615
C  4.241  1.010  -5.005
C  3.445  0.318  -3.896
N  2.888  -1.089  -4.204
C  2.139  -1.471  -2.867
C  1.889  -2.998  -2.784
C  2.942  -4.001  -3.011
C  3.664  -3.580  -4.295
C  4.056  -2.077  -4.363
C  1.958  -1.238  -5.408
H  5.715  2.030  -3.812
H  4.353  3.098  -4.285
H  5.636  2.699  -5.437
H  4.751  0.285  -5.638
H  3.486  1.356  -5.711
H  2.500  0.786  -3.621
H  4.058  0.318  -2.995
H  2.793  -1.271  -2.018
H  1.183  -0.954  -2.789
H  1.303  -3.208  -1.889
H  1.096  -3.155  -3.515
H  3.642  -3.991  -2.175
H  2.609  -5.039  -2.973
H  4.614  -4.114  -4.260
H  3.148  -3.920  -5.192
H  4.859  -1.888  -3.651
H  4.498  -1.898  -5.343
H  2.432  -0.818  -6.296
H  1.129  -0.557  -5.214
H  1.604  -2.262  -5.524
C  6.117  3.701  -0.714
C  5.076  3.204  0.278
C  4.676  1.746  0.094
N  3.721  1.115  1.163
C  3.509  -0.368  0.730
C  2.912  -1.278  1.882
C  3.585  -1.011  3.259
C  3.668  0.475  3.574
C  4.395  1.242  2.533
C  2.368  1.832  1.075
H  5.978  3.236  -1.690
H  7.152  3.545  -0.408
H  6.034  4.787  -0.765
H  4.177  3.815  0.366
H  5.461  3.445  1.269
H  5.664  1.285  0.117
H  4.131  1.524  -0.823
H  4.518  -0.691  0.475
H  2.939  -0.334  -0.199
H  3.001  -2.352  1.714
H  1.854  -1.132  2.101
H  4.599  -1.393  3.144
H  3.139  -1.713  3.964
H  4.197  0.724  4.494
H  2.648  0.855  3.626
H  5.408  0.847  2.446
H  4.587  2.274  2.827
H  1.605  1.275  1.618
H  2.249  2.116  0.030
H  2.467  2.792  1.580
As  0.873  4.042  -2.914
F  2.578  4.473  -3.263
F  1.036  4.882  -1.323
F  -0.884  3.717  -2.663
F  0.718  3.153  -4.443
F  1.393  2.459  -2.167
F  0.340  5.577  -3.806
As  -0.945  -0.964  0.107
F  -1.979  -2.361  0.517
F  -0.924  -0.418  1.819
F  0.021  0.448  -0.503
F  -0.955  -1.421  -1.686
F  -2.449  -0.046  -0.234
F  0.613  -1.839  0.229

=====

ORCA calculation (ωB97M-V/def2-TZVPD) on 5 unconnected molecules or ions with the total composition C45H102ClN5O2P.

Results
orbital gap = 0.220 Ha
E_LUMO = -3.3 eV
charge = +1
HOMO = -9.32 eV

Geometry (Å):
C  -0.367  3.779  3.027
C  -1.151  3.699  1.705
C  -0.572  2.740  0.658
C  -0.318  1.310  1.131
C  -1.598  0.566  1.544
C  -1.886  0.559  3.050
C  -3.329  0.147  3.326
C  -3.571  -0.473  4.705
C  -2.707  -1.702  5.051
C  -2.420  -2.679  3.889
C  -0.920  -2.937  3.719
C  -0.610  -4.022  2.678
C  -0.528  -3.405  1.251
C  0.783  -3.739  0.599
C  2.027  -2.937  0.595
C  2.665  -2.851  1.988
N  0.666  -4.868  -0.016
C  -0.706  -5.406  0.082
C  -1.477  -4.095  0.206
C  -2.948  -4.222  0.581
O  -3.568  -5.042  -0.386
C  -4.691  -4.469  -1.050
C  -5.935  -4.419  -0.173
P  -1.541  -3.062  -1.419
O  -0.521  -1.812  -1.056
Cl  -0.375  -4.171  -2.695
H  0.266  2.909  3.195
H  0.256  4.668  3.073
H  -1.074  3.788  3.858
H  -2.201  3.467  1.885
H  -1.135  4.696  1.261
H  -1.240  2.686  -0.204
H  0.369  3.160  0.296
H  0.408  1.255  1.944
H  0.136  0.773  0.291
H  -1.541  -0.480  1.214
H  -2.465  0.984  1.024
H  -1.180  -0.135  3.510
H  -1.673  1.540  3.473
H  -3.691  -0.526  2.546
H  -3.950  1.043  3.251
H  -4.634  -0.687  4.813
H  -3.351  0.295  5.452
H  -1.771  -1.408  5.526
H  -3.248  -2.258  5.818
H  -2.885  -2.351  2.959
H  -2.857  -3.653  4.123
H  -0.363  -2.027  3.492
H  -0.553  -3.291  4.685
H  -1.381  -4.786  2.750
H  0.330  -4.506  2.952
H  -0.689  -2.340  1.376
H  2.725  -3.397  -0.108
H  1.812  -1.939  0.215
H  3.600  -2.301  1.895
H  2.037  -2.305  2.690
H  2.917  -3.830  2.389
H  1.409  -5.316  -0.533
H  -1.004  -6.037  -0.752
H  -0.775  -6.048  0.962
H  -3.404  -3.228  0.602
H  -3.061  -4.711  1.549
H  -4.883  -5.108  -1.909
H  -4.474  -3.465  -1.423
H  -5.726  -3.875  0.750
H  -6.691  -3.841  -0.705
H  -6.306  -5.416  0.045
H  -1.009  -1.235  -0.454
C  2.760  3.927  10.040
C  2.080  4.788  8.986
N  2.047  4.168  7.673
C  1.647  5.080  6.616
C  0.223  5.649  6.646
C  1.458  2.843  7.618
C  0.007  2.673  8.091
H  3.769  3.654  9.728
H  2.832  4.482  10.976
H  2.202  3.013  10.249
H  2.641  5.721  8.894
H  1.078  5.063  9.350
H  1.809  4.581  5.655
H  2.349  5.919  6.627
H  -0.519  4.911  6.343
H  0.148  6.480  5.941
H  -0.051  6.029  7.630
H  2.088  2.170  8.205
H  1.546  2.479  6.590
H  -0.187  3.210  9.020
H  -0.196  1.616  8.280
H  -0.713  3.009  7.346
C  -2.016  8.004  3.764
C  -1.876  9.212  2.851
N  -0.517  9.715  2.782
C  -0.414  11.009  2.130
C  -0.778  11.103  0.643
C  0.494  8.738  2.420
C  0.342  8.002  1.080
H  -1.647  8.228  4.766
H  -3.065  7.719  3.844
H  -1.473  7.138  3.381
H  -2.508  10.014  3.241
H  -2.283  8.951  1.860
H  0.603  11.383  2.271
H  -1.057  11.701  2.683
H  -0.006  10.677  0.003
H  -0.886  12.151  0.358
H  -1.723  10.607  0.418
H  0.537  7.988  3.215
H  1.468  9.232  2.452
H  -0.685  7.674  0.907
H  0.974  7.111  1.078
H  0.651  8.614  0.235
C  2.261  -2.305  -3.429
C  3.000  -3.295  -4.316
N  3.237  -2.794  -5.652
C  3.689  -3.819  -6.577
C  5.052  -4.476  -6.328
C  3.926  -1.515  -5.732
C  5.315  -1.403  -5.089
H  1.323  -1.994  -3.886
H  2.036  -2.770  -2.470
H  2.856  -1.414  -3.221
H  2.385  -4.197  -4.408
H  3.927  -3.605  -3.803
H  3.679  -3.400  -7.587
H  2.928  -4.606  -6.586
H  5.879  -3.821  -6.594
H  5.143  -5.372  -6.944
H  5.178  -4.783  -5.288
H  3.280  -0.756  -5.284
H  3.992  -1.236  -6.785
H  5.352  -1.872  -4.104
H  5.572  -0.351  -4.957
H  6.093  -1.847  -5.707
C  -1.097  -4.863  -12.183
C  -0.899  -5.873  -11.063
N  0.464  -5.914  -10.562
C  0.724  -7.047  -9.693
C  -0.020  -7.123  -8.354
C  1.010  -4.643  -10.124
C  0.275  -3.886  -9.009
H  -0.401  -5.048  -13.001
H  -2.112  -4.944  -12.573
H  -0.964  -3.836  -11.840
H  -1.134  -6.866  -11.454
H  -1.636  -5.669  -10.270
H  1.800  -7.092  -9.504
H  0.492  -7.952  -10.263
H  0.379  -6.421  -7.622
H  0.089  -8.125  -7.931
H  -1.088  -6.933  -8.465
H  1.077  -3.986  -10.994
H  2.049  -4.808  -9.823
H  -0.806  -3.878  -9.156
H  0.606  -2.846  -8.992
H  0.486  -4.302  -8.024

=====

no.,electronic energy (eV),M (g mol⁻¹)
1,-210006.843,1089.150
2,-81670.218,811.771